1.
16
Properties=species:S:1:pos:R:3 method="wB97M-V/def2-TZVPD" smiles="COP(S)S.C=C" de_lowest_kj_mol=343.71 e_tot_ha=-1332.617473 molar_mass_g_mol=156.212 largest_force_ha_per_bohr=0.07313 multiplicity=1
C 3.0260 -0.1113 -0.1679
C -3.2832 -0.9278 0.1813
C 2.2530 0.7399 0.4510
O -2.1870 -0.3373 0.9598
P -0.7378 0.2191 0.4850
S -0.3513 -1.3261 -1.0668
S -1.1628 1.8495 -0.7858
H 2.8447 -0.4618 -1.2392
H 3.7979 -0.6215 0.3019
H 0.1583 -0.3108 -1.8133
H -2.9841 -1.4379 -0.7180
H -4.0484 -0.2608 -0.1703
H -3.7382 -1.6420 0.7186
H 1.5205 1.0506 -0.1987
H 2.4030 0.9878 1.4807
H -2.4919 1.6026 -0.7442


2.
14
Properties=species:S:1:pos:R:3 method="wB97M-V/def2-TZVPD" de_lowest_kj_mol=22.85 e_tot_ha=-593.164183 molar_mass_g_mol=93.171 total_charge=-1 largest_force_ha_per_bohr=0.01216 multiplicity=1
C 1.1039 -0.6405 1.2543
C 0.1880 0.4538 0.6978
C -1.2704 0.0218 0.5382
S -1.5792 -1.0430 -0.8925
H 0.6909 -1.6341 1.0532
H 1.2083 -0.5578 2.3438
H 2.1036 -0.5955 0.8060
H 0.2606 1.3525 1.3545
H 0.5648 0.7912 -0.2745
H -1.8797 0.9316 0.5115
H -1.5755 -0.4979 1.4529
H -0.1392 -0.0667 -2.3917
H -0.0808 0.8433 -3.6303
O 0.4048 0.6412 -2.8231


3.
14
Properties=species:S:1:pos:R:3 method="wB97M-V/def2-TZVPD" s2=0.753 de_lowest_kj_mol=24.14 e_tot_ha=-593.069274 molar_mass_g_mol=93.171 largest_force_ha_per_bohr=0.03880 multiplicity=2
C -2.0375 -0.4181 -0.5117
C -1.3393 0.9213 -0.8053
C -0.3905 1.3055 0.2905
S 1.2850 0.6435 0.1942
H -2.5466 -0.7911 -1.4029
H -1.3225 -1.1928 -0.2372
H -2.7680 -0.2836 0.2763
H -2.1495 1.6442 -0.9477
H -0.8485 0.8877 -1.7769
H -0.1329 2.3807 0.2786
H -0.6829 1.2188 1.3265
H 1.2951 -1.4569 0.3676
H 0.8147 -2.5487 1.3480
O 1.1408 -2.4178 0.4522


4.
14
Properties=species:S:1:pos:R:3 method="wB97M-V/def2-TZVPD" s2=2.008 de_lowest_kj_mol=0.00 e_tot_ha=-484.017434 molar_mass_g_mol=89.190 total_charge=+1 largest_force_ha_per_bohr=0.07597 multiplicity=3
C 2.3463 0.2762 -0.2453
C -1.5191 1.4091 -0.3222
C -0.5610 -1.8771 -0.0252
O 1.1358 0.5969 -0.0608
Si -0.3898 -0.0165 0.1137
H 2.6373 -0.7241 -0.5290
H 3.1005 1.0376 -0.1035
H -2.4652 1.3401 0.2067
H -1.0569 2.3623 -0.0666
H -1.7457 1.4195 -1.3896
H -1.4830 -2.2327 0.4348
H -0.5863 -2.2022 -1.0696
H 0.2676 -2.3921 0.4629
H 0.3194 1.0030 2.5936


5.
13
Properties=species:S:1:pos:R:3 method="wB97M-V/def2-TZVPD" smiles="C=[PH](C)C" de_lowest_kj_mol=109.30 e_tot_ha=-460.953110 molar_mass_g_mol=76.079 largest_force_ha_per_bohr=0.10321 multiplicity=1
C -0.6551 0.7483 -1.5899
C -0.6270 -1.4033 0.2097
C 1.3184 0.6717 0.6100
P -0.3587 0.4027 0.0487
H -0.7553 1.6943 -1.9351
H -1.4984 -0.0640 -1.8265
H 0.1540 -1.8836 -0.3045
H -0.5395 -1.7239 1.2514
H -1.6241 -1.5215 -0.1316
H 1.5763 0.4514 1.6991
H 1.9854 0.2668 -0.2063
H 1.4389 1.7349 0.8526
H -0.9814 0.8321 1.2611


6.
15
Properties=species:S:1:pos:R:3 method="wB97M-V/def2-TZVPD" smiles="C[PH]#P=CCP" de_lowest_kj_mol=49.32 e_tot_ha=-1143.637607 molar_mass_g_mol=138.027 largest_force_ha_per_bohr=0.09825 multiplicity=1
C -0.1458 0.5578 -1.3442
C 1.8033 -0.5342 2.3736
C -1.4833 0.5392 -2.4077
P 0.1321 -0.4871 -0.0873
P -3.0414 0.1012 -1.5429
P 1.9881 0.3417 0.7745
H 0.3593 1.4206 -1.4084
H 1.3579 -1.5703 2.3623
H 1.2942 0.1989 3.1360
H 2.8585 -0.5672 2.4847
H -1.2243 -0.1672 -3.1296
H -1.8067 1.5202 -2.9500
H -2.6978 0.7306 -0.3459
H -2.5573 -1.0286 -0.9544
H 2.6162 -0.9052 0.3452


7.
13
Properties=species:S:1:pos:R:3 method="wB97M-V/def2-TZVPD" de_lowest_kj_mol=74.56 e_tot_ha=-517.885550 molar_mass_g_mol=77.172 total_charge=-1 largest_force_ha_per_bohr=0.03815 multiplicity=1
S -2.5496 0.8717 -2.6181
H -1.2674 1.1207 -2.7835
C 2.1265 0.2151 2.5529
C 0.9942 -0.5371 1.8413
C 1.6258 -1.4209 0.7603
H 3.0649 0.2888 1.9813
H 2.3199 -0.3555 3.4676
H 1.9982 1.2330 2.9211
H 0.2857 0.2032 1.4523
H 0.3923 -1.1597 2.5055
H 2.6594 -1.2511 0.4503
H 1.6937 -2.4115 1.3052
H 1.1212 -1.4067 -0.2095


8.
13
Properties=species:S:1:pos:R:3 method="wB97M-V/def2-TZVPD" de_lowest_kj_mol=61.87 e_tot_ha=-517.890385 molar_mass_g_mol=77.172 total_charge=-1 largest_force_ha_per_bohr=0.06726 multiplicity=1
S 1.0665 2.2987 0.8048
H 2.2318 2.7966 0.2223
C 0.0893 -0.1265 -1.4257
C -0.0678 -0.9825 -0.0852
C -0.9404 -0.4477 1.0735
H 0.4782 0.8190 -1.0146
H 0.8108 -0.4539 -2.1525
H -0.9508 0.0648 -1.6885
H -0.2037 -2.0547 -0.2284
H 0.9573 -0.9779 0.2738
H -0.7649 -1.1208 1.9637
H -2.0226 -0.4254 0.9001
H -0.6839 0.6103 1.3567


9.
14
Properties=species:S:1:pos:R:3 method="wB97M-V/def2-TZVPD" de_lowest_kj_mol=7.95 e_tot_ha=-916.111557 molar_mass_g_mol=109.239 total_charge=-1 largest_force_ha_per_bohr=0.01364 multiplicity=1
C 0.8308 0.8360 -1.2117
C -0.2123 -0.2334 -0.8610
C 0.3434 -1.2307 0.1569
S -0.9782 -2.0820 1.0769
H 0.5594 1.3905 -2.1121
H 1.7978 0.3415 -1.3610
H 0.9085 1.5444 -0.3872
H -1.0905 0.2500 -0.4342
H -0.5062 -0.7763 -1.7662
H 0.8818 -0.6750 0.9264
H 0.9914 -1.9636 -0.3274
H -1.5142 -0.9107 1.5171
S -0.8322 1.4520 1.8197
H -1.1793 2.0573 2.9639


10.
8
Properties=species:S:1:pos:R:3 method="wB97M-V/def2-TZVPD" de_lowest_kj_mol=177.67 e_tot_ha=-1042.004545 molar_mass_g_mol=128.115 total_charge=+2 largest_force_ha_per_bohr=0.05446 multiplicity=1
H -1.9899 -0.2423 1.3984
O -0.0572 -1.2092 0.1861
O -0.2744 0.9203 0.1791
C -1.3878 -1.0680 0.2778
C -1.5878 0.3535 0.2499
C 0.5783 -0.0194 0.0492
F -2.4458 0.9434 -0.5335
Ca 2.9044 0.2208 -0.2440


11.
8
Properties=species:S:1:pos:R:3 method="wB97M-V/def2-TZVPD" smiles="O=C/C(Cl)=C(/F)Cl" de_lowest_kj_mol=43.22 e_tot_ha=-1210.348743 molar_mass_g_mol=142.944 largest_force_ha_per_bohr=0.08273 multiplicity=1
C 0.3592 -0.6258 0.0062
C -0.5604 0.3520 -0.0833
C -0.2182 1.7335 0.0947
H -1.0974 2.5108 0.2199
O 0.9411 2.1908 0.1555
F 0.0022 -1.8653 0.3469
Cl 2.0710 -0.4916 -0.1601
Cl -2.3025 -0.2147 -0.1158


12.
8
Properties=species:S:1:pos:R:3 method="wB97M-V/def2-TZVPD" smiles="F/C(Cl)=C(/Cl)C=S" de_lowest_kj_mol=0.00 e_tot_ha=-1533.292846 molar_mass_g_mol=159.012 largest_force_ha_per_bohr=0.07243 multiplicity=1
C -0.3537 -0.3105 -0.6979
C 0.1208 -0.0206 0.4922
C 0.8915 1.1619 0.6899
H 1.2040 1.2535 1.7538
F -0.2419 0.3572 -1.7720
S 1.4081 2.3563 -0.3417
Cl -1.3612 -1.7299 -0.8948
Cl -0.1393 -1.0439 1.8804